Record 1
Below is C5H7NO in the gas phase, with properties calculated with ωB97M-V/def2-TZVPD.

XYZ file:
```
14
Properties=species:S:1:pos:R:3:lowdin_charge:R:1
H -0.72 1.98 -0.13 0.123
C -1.58 0.11 0.25 -0.214
H 2.67 -0.32 0.24 0.088
H 1.86 0.69 1.59 0.092
N -0.48 1.07 0.28 0.044
O 1.14 1.20 -1.46 -0.036
C 0.75 0.56 -0.39 -0.786
C 1.83 0.29 0.58 0.275
H 1.04 -1.73 -0.88 0.110
C -0.94 -1.18 -0.15 -0.050
H -2.06 0.05 1.24 0.120
H -2.38 0.37 -0.46 0.126
H -1.50 -2.11 -0.24 0.108
C 0.36 -0.99 -0.47 -0.001
```

Results
E_HOMO (spin up / spin down)   -8.8 / -8.3 eV
Strongest force on any atom   0.018 hartree/bohr
Energy relative to the best compared isomer or geometry (same formula, charge and spin)   5.043 eV



Record 2
Below is a molecular structure, C30H27BN3O6PbS3 in a non-equilibrium geometry, with properties calculated with ωB97M-V/def2-TZVPD.

XYZ file:
```
71
Properties=species:S:1:pos:R:3:lowdin_charge:R:1
H 3.01 -1.82 5.27 0.118
H 5.24 -1.50 -2.97 0.089
C 3.63 -1.42 3.26 -0.189
H 0.94 1.29 -6.79 0.089
H -1.23 -1.21 4.31 0.116
C 4.36 -0.90 -2.76 -0.097
B 3.32 -2.10 1.20 -0.996
O 4.28 -1.09 1.13 0.118
C -1.81 3.86 2.77 -0.027
H -2.36 -0.82 -1.54 0.073
H -4.20 0.58 -2.49 0.097
C 4.45 -0.66 2.41 -0.208
C -1.96 3.50 1.43 -0.153
C 2.42 0.53 -5.45 -0.022
H -1.97 0.75 2.74 0.102
H -1.02 3.39 3.34 0.114
C -2.97 4.09 0.68 -0.053
H -4.27 6.16 3.01 0.092
O 2.42 0.66 -1.84 -0.286
C 5.26 0.35 2.89 0.006
C -4.00 0.58 -1.43 -0.065
H 5.84 0.96 2.22 0.118
H -0.55 2.03 -4.96 0.099
C -3.80 5.04 1.25 -0.094
S 0.02 -1.83 -0.49 0.490
C 5.25 0.55 4.26 -0.101
C -0.18 1.88 -2.44 -0.077
O -0.76 -1.36 2.37 -0.155
C -1.65 -1.65 3.41 -0.279
H -2.50 5.10 4.37 0.096
H 4.48 -0.01 6.17 0.096
H -3.63 1.03 3.28 0.113
C -2.97 -0.20 -0.91 -0.153
C 2.00 0.78 -3.05 -0.296
H -3.07 3.79 -0.35 0.100
C 1.21 1.15 -5.76 -0.119
C 3.64 -1.22 4.62 0.011
C 4.46 -0.22 5.11 -0.099
C 2.82 0.34 -4.14 -0.198
C -3.40 0.50 1.23 -0.289
O 4.04 -0.28 -3.99 -0.085
C -4.45 1.30 0.80 -0.033
C 0.94 -3.12 0.08 -1.607
Pb 1.30 0.52 0.18 1.348
S 0.35 -4.51 0.69 0.558
C -4.74 1.35 -0.55 -0.079
H -3.53 -1.69 2.38 0.111
S 2.77 -3.00 -0.24 0.892
H 3.55 -1.54 -2.41 0.045
N -2.70 -0.25 0.38 0.108
C 0.40 1.56 -4.74 -0.079
H 4.58 -0.16 -1.99 0.087
H -1.73 -2.74 3.56 0.113
H 3.09 0.20 -6.23 0.111
O -0.22 1.88 1.52 -0.218
H -3.65 -1.17 4.06 0.104
C -3.00 0.39 2.67 -0.127
H -5.02 1.88 1.51 0.112
C 0.75 1.37 -3.39 -0.149
H -1.27 -1.27 1.55 -0.009
N -0.15 1.77 -1.14 -0.117
N -1.11 2.51 -0.51 0.040
C -2.63 4.81 3.33 -0.094
C -3.63 5.41 2.57 -0.108
H -1.01 2.45 -2.84 0.125
C -1.03 2.53 0.80 -0.529
H -5.55 1.97 -0.91 0.103
O 2.93 -2.32 2.51 0.170
H -4.58 5.49 0.65 0.095
H 5.87 1.34 4.67 0.096
C -3.05 -1.08 3.15 -0.162
```

Results
E_HOMO   -4.6 eV
Strongest force on any atom   0.022 hartree/bohr
Net charge   -1



Record 3
Below is 2 unconnected molecules or ions with the total composition C4H13N4O in a non-equilibrium geometry, with properties calculated with ωB97M-V/def2-TZVPD.

XYZ file:
```
22
Properties=species:S:1:pos:R:3:lowdin_charge:R:1
H 3.24 3.21 1.51 0.089
H 1.04 -0.21 -0.87 0.106
H -3.36 -2.79 -0.43 0.094
H -3.61 -1.53 -1.79 0.107
H -1.55 -3.61 -2.16 0.113
N -1.06 -2.77 -1.91 0.178
H 0.37 0.04 2.53 0.140
H -3.38 -1.00 -0.32 0.083
H -0.21 -0.79 1.19 0.130
C -1.59 -1.87 -1.03 -0.517
N 0.43 0.01 1.50 0.163
N 1.25 0.71 -0.52 0.219
C 1.05 0.93 0.77 -0.416
C -3.07 -1.86 -0.89 0.008
N 1.47 2.03 1.47 0.021
H 1.86 4.06 1.27 0.108
H 1.59 1.74 2.44 0.157
C 2.29 3.08 0.99 -0.079
H 2.68 2.96 -0.03 0.095
H 1.47 1.48 -1.14 0.130
H -0.08 -2.77 -2.09 0.108
O -0.82 -1.06 -0.50 -0.037
```

Results
E_HOMO   -13.7 eV
Strongest force on any atom   0.058 hartree/bohr
Energy relative to the best compared isomer or geometry (same formula, charge and spin)   1.211 eV
Net charge   +1



Record 4
Below is a molecular structure, CH4N4 in a non-equilibrium geometry, with properties calculated with ωB97M-V/def2-TZVPD.

XYZ file:
```
9
Properties=species:S:1:pos:R:3:lowdin_charge:R:1
N -0.85 -1.52 -0.03 -0.025
H -1.70 -1.99 1.78 0.103
H 0.58 2.28 -0.92 -0.027
N -1.14 0.01 1.26 -0.013
C -0.36 -0.32 0.28 -0.198
H 1.48 1.88 0.51 -0.050
N -1.75 -1.26 1.09 -0.051
H -0.61 -2.49 -0.51 0.188
N 1.38 1.79 -0.49 0.072
```

Results
E_HOMO (spin up / spin down)   -9.6 / -9.6 eV
Strongest force on any atom   0.077 hartree/bohr
Energy relative to the best compared isomer or geometry (same formula, charge and spin)   8.942 eV



Record 5
Below is 2 unconnected molecules or ions with the total composition C4H7N2O in a non-equilibrium geometry, with properties calculated with ωB97M-V/def2-TZVPD.

XYZ file:
```
14
Properties=species:S:1:pos:R:3:lowdin_charge:R:1
C 3.11 0.58 -0.12 -0.222
H -0.96 1.97 -1.23 0.052
H 0.31 -0.44 -0.62 0.115
H -0.06 -2.11 -0.21 0.168
C 1.80 -1.49 0.30 -0.085
H -1.85 0.53 0.60 0.056
N 0.61 -1.34 -0.17 0.199
C -0.83 0.72 0.50 -0.081
N 2.71 -0.49 0.32 0.204
O 3.51 1.61 -0.39 0.295
H -0.10 0.33 1.28 0.097
H 2.14 -2.43 0.77 0.175
H 0.60 1.79 -0.40 0.051
C -0.47 1.59 -0.41 -0.024
```

Results
E_HOMO   -14.9 eV
Strongest force on any atom   0.070 hartree/bohr
Energy relative to the best compared isomer or geometry (same formula, charge and spin)   2.531 eV
Net charge   +1



Record 6
Below is a molecular structure, C14H21N9SSn, with properties calculated with ωB97M-V/def2-TZVPD.

XYZ file:
```
46
Properties=species:S:1:pos:R:3:lowdin_charge:R:1
N 4.41 -0.15 0.46 0.116
H -2.13 3.03 -5.04 0.108
H 1.48 3.16 -5.72 0.099
C 0.66 0.29 4.75 -0.003
C 0.54 2.50 -3.25 -0.662
C -6.97 -2.28 -0.53 0.049
H -6.55 -3.12 -1.08 0.109
N 2.75 0.11 5.57 0.302
H 4.42 -0.07 4.34 0.180
H 2.23 3.45 -2.88 0.136
H 3.11 0.00 -1.21 0.132
H -1.14 1.53 -3.57 0.135
H -4.18 -2.15 -0.79 0.188
N 1.14 0.24 3.53 0.148
C -1.05 2.96 -5.14 0.004
H 2.94 3.89 -5.02 0.112
C 3.00 0.03 1.97 -0.282
N 1.55 3.25 -3.60 0.009
H 5.33 -0.29 0.05 0.207
Sn 0.03 0.31 0.21 1.096
H 1.43 4.82 -5.04 0.109
C -6.10 -0.08 0.65 0.213
N -4.66 -1.41 -0.30 0.109
H -4.47 2.54 0.83 0.106
H 1.16 0.27 6.92 0.181
N 4.28 -0.13 1.79 0.185
H -7.71 -1.76 -1.15 0.130
N -0.55 2.26 -3.94 0.013
C -4.41 1.70 1.52 0.001
C 3.25 -0.01 -0.14 -0.123
H -0.81 2.41 -6.04 0.110
C -5.95 -1.32 -0.10 -0.187
C 2.45 0.11 3.33 -0.140
H -5.10 1.90 2.34 0.105
S 0.72 1.75 -1.63 0.469
N 2.29 0.12 0.79 -0.071
C 1.50 0.23 5.89 0.063
C 1.85 3.82 -4.94 0.007
C -4.78 0.44 0.82 -0.302
H -7.51 -2.64 0.35 0.131
H -7.04 0.34 0.99 0.158
C 3.34 0.04 4.43 0.088
H -3.40 1.64 1.91 0.075
H -0.41 0.40 4.91 0.149
N -3.91 -0.35 0.25 0.145
H -0.66 3.97 -5.18 0.091
```

Results
E_HOMO (spin up / spin down)   -20.4 / -20.4 eV
Strongest force on any atom   0.017 hartree/bohr
Energy relative to the best compared isomer or geometry (same formula, charge and spin)   0.000 eV
Net charge   +4



Record 7
Below is 2 unconnected molecules or ions with the total composition C4H9NO4 in a non-equilibrium geometry, with properties calculated with ωB97M-V/def2-TZVPD.

XYZ file:
```
18
Properties=species:S:1:pos:R:3:lowdin_charge:R:1
H -4.07 5.37 1.32 0.095
H -5.29 3.31 1.86 0.162
C -3.38 3.25 0.87 -0.456
C -7.13 3.29 -0.12 -0.253
C -4.85 3.68 0.92 -0.326
H -3.00 1.69 2.15 0.117
O -4.90 5.08 0.91 -0.010
O -2.08 2.55 -1.47 -0.110
H -3.62 1.17 0.68 0.098
H -7.47 4.33 0.07 0.135
O -2.50 4.10 0.95 0.090
O -7.93 2.39 -0.22 0.052
H -5.44 2.03 -0.41 0.122
H -2.05 1.80 -0.72 0.088
H -5.34 3.64 -1.18 0.146
H -1.22 2.97 -1.42 0.033
N -3.14 1.92 1.17 0.110
C -5.64 3.10 -0.27 -0.091
```

Results
E_HOMO   -9.9 eV
Strongest force on any atom   0.070 hartree/bohr
Energy relative to the best compared isomer or geometry (same formula, charge and spin)   2.126 eV



Record 8
Below is C4H6N2O in the gas phase in a non-equilibrium geometry, with properties calculated with ωB97M-V/def2-TZVPD.

XYZ file:
```
13
Properties=species:S:1:pos:R:3:lowdin_charge:R:1
H -3.45 -0.94 0.02 0.154
C -0.30 -0.35 -0.06 -0.399
H -0.70 2.09 -0.06 0.150
N 0.95 -0.75 0.11 -0.085
C 1.95 0.20 0.09 -0.203
O -2.17 0.72 0.09 -0.016
N -1.33 -1.24 0.01 0.140
H 1.30 -1.60 -0.41 0.167
C -2.39 -0.57 0.09 -0.244
H 2.95 -0.42 -0.28 0.117
H 1.87 1.17 -0.72 0.125
C -0.83 0.95 -0.11 -0.036
H 2.16 0.74 1.21 0.131
```

Results
E_HOMO   -8.1 eV
Strongest force on any atom   0.116 hartree/bohr
Energy relative to the best compared isomer or geometry (same formula, charge and spin)   3.036 eV



Record 9
Below is 18 unconnected molecules or ions with the total composition C3H41O18 in a non-equilibrium geometry, with properties calculated with ωB97M-V/def2-TZVPD.

XYZ file:
```
62
Properties=species:S:1:pos:R:3:lowdin_charge:R:1
O 3.42 -3.19 -1.25 -0.115
H 2.48 3.27 0.07 0.058
O -4.58 3.34 0.16 -0.099
O 4.36 0.16 1.14 -0.061
H -1.94 -4.78 1.14 0.040
H -1.69 4.84 0.06 0.041
H 3.57 -0.27 0.80 -0.001
O -2.83 -2.77 -0.33 -0.054
H 4.79 -0.58 1.59 0.065
O -1.98 4.47 0.93 -0.076
H -2.08 -2.37 0.09 -0.003
H -0.13 2.70 3.04 0.024
O 0.02 5.47 -1.20 -0.072
H -2.36 -5.94 -1.90 0.082
H 3.85 -3.29 -0.38 0.040
H -0.21 0.83 -1.83 0.006
O -1.20 -5.44 1.02 -0.113
H -0.71 -2.47 -3.18 0.055
H -2.85 -2.12 -1.06 0.032
H -1.21 -0.49 -0.82 0.015
H 0.38 -2.77 -0.03 0.006
O -1.67 2.81 -1.39 -0.064
O -0.45 -3.41 -3.06 -0.099
H -3.73 3.47 0.66 0.004
H 1.24 -1.16 -0.01 -0.053
H -0.78 2.77 -1.77 0.022
O 0.69 1.19 -1.79 -0.084
H -1.19 4.47 1.48 0.015
H 1.56 0.48 1.68 0.077
H -2.33 0.44 -1.55 0.077
O 4.26 2.58 -0.05 -0.093
O -2.51 -5.00 -2.16 -0.068
H 0.75 4.81 -0.96 0.045
H 1.16 2.56 -0.51 0.013
H -2.52 -4.51 -1.34 -0.003
O -0.17 -1.26 0.33 -0.324
C 0.97 -0.26 2.30 -0.077
O 2.12 -0.92 -0.36 -0.088
C -0.30 -0.83 1.68 -0.504
H -0.26 5.22 -2.04 -0.001
H -0.65 -1.68 2.30 0.135
H -1.69 0.56 2.68 0.056
H 1.16 0.52 -1.24 0.025
H 2.49 -3.57 -0.95 0.069
H 0.41 -3.56 -1.34 0.022
H 2.48 -1.61 -0.90 -0.005
O -1.74 -0.36 -1.68 -0.127
H -5.06 2.67 0.69 0.038
H -1.11 1.12 1.13 0.057
O 1.47 3.33 -0.01 -0.086
O 0.25 3.53 2.74 -0.060
H 4.91 2.12 -0.63 0.059
O 0.65 -3.64 -0.40 -0.088
H 4.22 1.81 0.57 0.012
H -0.48 -4.87 0.64 0.007
H 1.73 -1.06 2.39 0.071
H -2.25 -0.19 1.11 0.088
C -1.40 0.26 1.71 -0.054
H 0.62 3.40 1.85 -0.001
H -1.24 -3.95 -2.75 0.015
H 0.80 0.21 3.31 0.092
H -1.47 2.90 -0.44 0.009
```

Results
E_HOMO   -6.8 eV
Strongest force on any atom   0.057 hartree/bohr
Energy relative to the best compared isomer or geometry (same formula, charge and spin)   0.000 eV
Net charge   -1



Record 10
Below is a molecular structure, C4H7FI2 in a non-equilibrium geometry, with properties calculated with ωB97M-V/def2-TZVPD.

XYZ file:
```
14
Properties=species:S:1:pos:R:3:lowdin_charge:R:1
H 0.93 -1.32 0.09 0.057
C -0.27 0.45 0.08 -0.269
C -2.08 -0.66 0.02 -1.216
H 1.74 0.16 0.58 0.093
F 0.68 2.00 -1.41 -0.046
H 0.42 0.10 -1.95 0.107
I -3.69 0.63 -0.36 0.731
H 0.63 -0.62 1.70 0.079
I -1.78 -2.25 -1.36 0.729
C -0.10 0.87 -1.36 -0.285
H -2.13 -1.07 1.03 -0.049
C 0.81 -0.40 0.65 -0.112
H -1.05 1.13 -1.83 0.079
H -0.61 1.26 0.71 0.105
```

Results
E_HOMO   -9.0 eV
Strongest force on any atom   0.072 hartree/bohr
Energy relative to the best compared isomer or geometry (same formula, charge and spin)   0.919 eV



Record 11
Below is 2 unconnected molecules or ions with the total composition C2H9N5 in a non-equilibrium geometry, with properties calculated with ωB97M-V/def2-TZVPD.

XYZ file:
```
16
Properties=species:S:1:pos:R:3:lowdin_charge:R:1
H -1.29 1.38 1.50 0.101
H 1.99 -0.54 1.93 0.052
H -1.40 -0.29 1.15 0.076
N -1.55 0.66 0.84 0.139
N -1.36 -1.37 -0.70 -0.025
C 2.10 -0.92 0.91 -0.228
N -0.97 2.02 -0.99 0.145
N 0.87 -0.74 0.16 -0.020
H -0.58 2.01 -1.92 0.100
H 2.40 -1.98 0.99 0.070
N -1.13 -0.26 -1.31 -0.107
H 2.97 -0.40 0.45 0.068
H 1.04 -1.07 -0.79 0.020
C -1.15 0.80 -0.43 -0.533
H -0.71 2.80 -0.41 0.099
H -1.23 -2.11 -1.40 0.042
```

Results
E_HOMO (spin up / spin down)   -6.6 / -8.5 eV
Strongest force on any atom   0.026 hartree/bohr
Energy relative to the best compared isomer or geometry (same formula, charge and spin)   4.086 eV



Record 12
Below is a molecular structure, C39H35N8S2SeW, with properties calculated with ωB97M-V/def2-TZVPD.

XYZ file:
```
86
Properties=species:S:1:pos:R:3:lowdin_charge:R:1
C -0.62 -0.47 5.29 -0.025
H -1.51 4.58 1.14 0.116
H 2.71 -4.46 0.03 0.170
C 1.06 5.24 -0.97 -0.034
H 0.18 8.35 0.03 0.105
S -3.52 -1.36 2.88 0.902
H -1.58 2.06 -4.91 0.123
C -3.68 0.30 3.57 -0.408
W -0.19 -0.20 -0.48 1.171
C 3.60 -1.98 -1.95 -0.078
H 6.65 -1.91 -3.40 0.114
H -0.64 -2.92 4.55 0.080
H 0.80 -3.21 0.35 0.119
H -2.44 -3.70 -0.81 0.132
C -3.38 1.43 -3.93 -0.038
C -1.20 1.33 6.96 -0.042
C -0.08 -0.91 4.09 -0.313
C 4.66 -1.52 -2.72 0.003
N 2.64 -3.61 -0.49 0.154
N 0.81 0.22 -2.31 -0.177
H 4.56 -0.58 -3.25 0.120
H -2.38 -4.99 -2.61 0.118
H -2.70 0.70 3.84 0.010
H 0.54 3.26 2.52 0.076
C -0.02 1.78 4.79 -0.014
C -2.02 1.53 -4.08 0.001
C 0.09 3.07 -0.33 -0.082
C -1.19 0.94 -3.13 -0.260
H 1.81 7.19 -1.42 0.106
C 0.23 0.85 -3.27 -0.079
H -1.64 0.50 7.51 0.076
N 2.10 -0.21 -2.54 0.134
C -1.71 -4.33 -3.14 -0.008
H 0.03 2.83 5.07 0.129
Se 1.25 -0.59 1.57 0.865
C 2.34 -1.25 -1.83 -0.285
H -0.44 1.79 7.59 0.085
N -1.68 0.29 -2.04 -0.054
H -0.10 -3.91 -6.08 0.113
C -0.07 -2.38 3.80 -0.088
S -1.95 0.49 1.08 0.695
C -0.79 5.16 0.58 -0.039
H -4.05 1.88 -4.65 0.117
C 5.93 -3.48 -2.12 -0.049
C -0.77 6.54 0.67 -0.075
C -0.44 -3.74 -5.07 -0.035
C -0.61 0.87 5.66 -0.276
N -2.19 -2.20 0.88 -0.090
H 0.65 -1.89 -4.83 0.112
C 3.72 -3.19 -1.27 -0.165
N -1.47 -2.02 -0.31 -0.154
C 1.08 6.62 -0.86 -0.077
C 5.82 -2.26 -2.81 -0.051
C 1.23 2.45 2.75 -0.059
C 0.12 4.49 -0.25 -0.255
C -1.24 -3.17 -2.52 -0.257
H 1.62 2.07 1.81 0.023
C -0.02 -2.61 -4.37 -0.111
H 1.77 4.72 -1.60 0.114
H -1.98 2.08 6.80 0.083
H 0.77 1.16 -4.15 0.139
H -4.28 0.17 4.46 0.044
H 6.84 -4.05 -2.19 0.116
H 0.96 -2.76 3.82 0.080
C 4.89 -3.95 -1.35 -0.003
H -1.48 7.04 1.31 0.106
H -4.95 0.60 -2.69 0.115
C -1.30 -4.62 -4.44 -0.042
C -3.02 0.19 -1.92 -0.134
H -1.66 -5.51 -4.94 0.117
H 2.05 2.87 3.33 0.094
H -1.05 -1.20 5.97 0.121
H -0.49 -2.62 2.82 0.034
C -3.89 0.73 -2.84 -0.031
C 0.02 1.85 -0.36 -0.274
C 0.54 1.39 3.57 -0.290
H -3.38 -0.32 -1.04 0.080
N -0.41 -2.32 -3.13 0.112
C 0.17 7.27 -0.04 -0.079
H -4.19 0.96 2.88 0.032
N 1.37 -1.71 -0.94 -0.128
C -1.73 -2.95 -1.16 -0.058
C -2.49 -1.10 1.49 -1.057
H 4.97 -4.88 -0.81 0.121
C 0.46 0.04 3.21 -0.497
C 1.56 -2.85 -0.33 -0.210
```

Results
E_HOMO (spin up / spin down)   -9.4 / -9.4 eV
Strongest force on any atom   0.017 hartree/bohr
Energy relative to the best compared isomer or geometry (same formula, charge and spin)   0.317 eV
Net charge   +1



no.,energy (eV)
1,-8831.1603
2,-86738.6946
3,-12361.6770
4,-7054.0426
5,-9280.2587
6,-44893.1447
7,-13973.0315
8,-9270.4657
9,-40636.6695
10,-23178.4319
11,-9666.8092
12,-141769.0381